1.
42
Properties=species:S:1:pos:R:3:forces:R:3 method="wB97M-V/def2-TZVPD" smiles=C[C@H](N)CN.O.O.O.O.O.O.O.O.O e_lumo_ev=0.24 gap_ha=0.362 e_tot_ev=-24972.0213 e_above_lowest_ev=2.085
H 1.580295 1.603618 -3.131980 0.8 1.4 2.4
N 0.558730 -2.412507 -0.194934 -0.7 0.1 0.5
H -2.536731 2.117662 1.865881 -6.0 2.3 6.3
H -0.839502 3.954064 -0.648389 -0.1 0.5 -0.3
O 1.489467 -1.958292 2.782485 0.9 0.8 -3.4
H -3.027371 -2.803766 -0.426127 0.3 0.5 0.0
H 0.656996 1.407565 -4.167478 0.8 -1.0 0.0
H -0.701261 2.458531 -1.992947 -1.5 -0.9 -1.2
O -3.040872 1.333732 -1.134710 0.5 3.5 -0.8
H -1.974762 1.683260 -2.750055 1.2 0.8 0.8
H 1.042497 -2.567345 0.675055 0.3 -0.2 -0.3
C 0.859979 -1.102333 -0.827123 2.9 -2.6 0.3
H 1.953904 2.102425 0.101745 -0.3 0.1 1.7
H 3.311225 0.171152 1.347209 -1.1 -0.5 -1.1
C 1.465658 -0.117275 0.175345 0.9 0.8 0.5
H 2.197979 -1.511187 2.122600 -1.1 -0.8 1.5
H 0.131472 -2.925804 2.283598 -1.1 0.0 0.1
H -0.033279 -0.886019 -1.367970 -0.2 1.4 -0.4
H 3.463958 -0.888022 0.076683 0.1 0.0 -0.3
H 1.680297 -1.863969 3.684046 0.8 0.3 1.8
H -2.594225 1.569799 -0.313187 0.0 0.2 0.2
H -0.778411 2.837095 0.264716 -1.9 -1.7 3.2
O -0.973463 -0.116592 2.515300 -0.5 1.3 0.2
H -0.909044 -3.004119 1.188764 -0.1 0.1 -2.1
H -1.472276 1.175296 1.639596 -0.2 0.3 -0.3
O -0.324488 3.174548 -0.442957 1.7 2.3 -2.8
H -1.492861 -0.871231 2.283739 -0.8 -1.2 -0.2
H 2.606120 1.328215 -1.100286 -1.3 -1.1 -0.2
N 2.813494 -0.538753 0.759852 -0.7 -0.5 1.0
H -0.104206 -0.482481 2.543881 1.2 -0.6 0.4
H 0.779045 1.619688 -0.967936 0.2 -0.5 -0.6
H 0.506897 -3.267902 -0.752037 0.4 0.8 0.0
H 1.733011 -1.279161 -1.471946 -0.6 0.3 -0.9
O -1.986491 1.939714 1.246294 6.2 -2.5 -5.5
O -1.105308 2.137519 -2.858046 0.6 0.2 -0.1
H -3.238677 0.461388 -1.044695 -1.1 -4.1 0.3
O -0.836406 -3.034265 2.111969 0.3 -0.3 2.5
C 1.663607 1.247531 -0.476273 0.9 0.4 -0.8
O -2.881251 -1.844747 -0.400195 -1.9 -0.3 0.0
H -1.961980 -1.675269 -0.380227 1.7 -0.1 0.0
H 0.797877 -0.198883 1.026003 -0.1 1.0 0.1
O 1.520360 1.027119 -3.845264 -1.7 -0.5 -2.4

2.
42
Properties=species:S:1:pos:R:3:forces:R:3 method="wB97M-V/def2-TZVPD" total_charge=+1 e_lumo_ev=-2.56 gap_ha=0.404 e_tot_ev=-25525.2645 e_above_lowest_ev=1.428
N -0.381689 -0.762273 -1.540513 1.0 0.2 0.4
H 2.032395 -2.755708 1.997142 0.3 0.1 0.1
H -1.905422 1.611723 -3.449915 -0.1 -0.6 -0.2
H -3.346190 2.165103 -0.176039 0.1 -0.1 0.1
O 1.641801 1.526674 1.799236 0.0 0.3 0.2
H -1.575990 3.327232 1.829659 0.1 0.1 -0.3
H -0.580966 0.254622 -1.577233 0.4 -0.2 -0.5
O -3.073992 2.488550 0.686872 0.1 0.1 0.4
H -2.951313 -3.072690 -1.704298 -0.2 -0.6 0.5
H -0.654250 -2.738800 3.301675 0.4 0.3 -0.2
H 0.364868 -1.098520 -3.405973 0.7 -0.5 -0.1
O 1.644786 -0.670123 0.255765 0.7 0.3 -0.4
H 0.985037 -2.255475 -2.094472 -0.4 -0.4 -0.4
H 2.444651 1.675975 2.313879 -0.1 0.0 -0.1
H -0.113907 -0.973696 -0.572095 -0.2 0.0 -0.1
H -1.633683 -0.452233 1.534675 -0.7 0.4 0.8
H 3.161814 0.472562 -0.585887 0.3 -0.4 0.3
H 0.081208 -1.609583 2.455113 -0.2 -0.9 0.8
C 0.784121 -1.239390 -2.405759 -0.2 1.7 0.7
O -2.091658 0.340033 1.885917 0.3 -0.3 -0.3
H 0.930948 2.041698 2.234015 0.0 0.0 -0.4
H -2.971296 0.085679 2.184827 0.2 -0.5 0.1
O 0.132328 1.986643 -0.975678 0.6 0.2 0.5
H 2.816818 -0.809127 -2.872439 -0.2 -0.5 0.4
C 2.675881 -0.502835 -0.724454 -0.5 0.3 -1.5
H -1.337910 2.271440 2.870435 0.1 0.0 0.1
O -2.298878 -2.680096 -1.122553 0.5 0.8 -0.2
H -1.202226 -1.279442 -1.816904 -0.5 -0.3 0.3
H 2.596852 -1.982314 3.244015 0.0 -0.2 -0.3
C 2.066838 -0.429236 -2.157548 0.6 0.2 -1.3
H 2.031952 0.583347 -2.604297 -0.7 -0.1 0.9
H 1.700859 0.153581 0.779244 -0.4 -0.4 0.6
H 0.189560 2.946751 -0.919374 -0.3 0.1 0.0
H -2.149471 -3.154864 -0.299511 -0.5 -0.4 -0.2
O -0.995526 1.388309 -3.203809 -1.0 0.6 -0.6
H 0.757399 1.725699 -0.288922 0.0 -0.1 0.2
O -0.873672 2.965083 2.386829 0.2 -0.1 0.3
H -2.675750 1.730423 1.180659 -0.2 0.4 -1.0
O 1.803461 -2.176446 2.731732 0.3 0.0 0.3
O -0.768258 -2.066473 2.620004 -0.6 0.4 -0.8
H 3.421751 -1.320470 -0.730376 -0.4 0.3 0.5
H -0.683266 2.288686 -3.063648 0.7 -0.2 0.2

3.
44
Properties=species:S:1:pos:R:3:forces:R:3 method="wB97M-V/def2-TZVPD" total_charge=+1 e_lumo_ev=-2.71 gap_ha=0.337 e_tot_ev=-47194.8519 e_above_lowest_ev=0.122
H -1.320728 2.170821 0.909533 -0.2 -0.3 0.3
S 1.319513 -1.247071 2.498319 -0.3 -0.8 0.6
H -3.060302 0.484440 3.131656 -0.2 1.2 0.6
O -1.913352 -3.684437 1.393705 0.6 0.6 -0.6
H -1.633301 2.634520 -1.766534 0.3 -0.3 0.1
H -2.873181 -1.877745 -2.592884 0.1 0.0 0.1
H 2.353349 2.635507 -3.546605 -0.7 0.2 -0.1
H 1.358816 3.885534 2.588644 0.1 0.0 0.4
O -0.961683 3.332093 -1.746559 -0.8 -0.1 0.0
O -3.100906 -1.774623 -1.661062 -0.2 -0.2 -0.3
O 0.762324 0.345113 -4.949648 0.1 -0.5 0.8
H -2.735511 -0.354758 -0.668513 0.2 -0.3 0.0
H -0.190963 1.326801 -0.922128 -0.3 0.4 0.1
N -0.364079 1.871450 1.112889 -1.0 0.3 -1.3
H -0.999290 -3.875304 1.122267 0.0 -0.4 0.4
O -2.239023 0.136829 0.003665 -0.1 0.6 0.5
O 2.091245 2.542550 -2.630942 0.9 -0.5 1.2
C -0.899506 -0.340729 0.107908 -1.0 0.1 -0.5
H 2.106638 1.311300 -0.507793 -0.2 0.6 0.5
H -0.805929 -4.297406 -1.214554 0.7 0.0 -1.0
O -2.132143 0.725609 2.975516 -0.8 -1.4 -0.2
O 0.707625 3.213169 2.823636 0.2 0.8 0.7
C 1.482771 0.605662 0.045812 0.5 -1.3 0.2
H -2.065275 -3.011070 0.711958 -0.5 -0.1 0.2
H 1.658589 -0.276484 -0.574557 -0.3 -0.3 0.2
H 0.548833 -0.707811 3.498599 0.4 0.2 -0.6
H 0.188571 3.570424 3.559498 0.3 0.1 -0.1
H -0.712484 -0.952655 -0.777151 0.5 -0.2 0.3
H -0.744037 -0.926011 1.012949 -0.1 -0.1 -0.1
H 0.470720 -0.121707 -5.735879 0.0 0.6 -0.3
H 1.167177 2.645356 -2.397967 -0.3 0.4 -1.0
H 0.542789 -1.739714 -3.782251 0.1 0.1 0.1
H 1.709689 -1.733378 -2.797466 0.0 0.0 -0.3
H -0.357607 1.445768 2.035755 0.0 0.0 0.1
O 0.877013 -2.178870 -2.993344 0.2 0.1 0.2
H -1.529332 4.072314 -2.000953 0.5 0.4 0.0
S 2.317285 0.297851 1.665479 0.0 0.8 -0.4
C -0.017540 0.880257 0.052151 1.7 0.4 -0.6
H -3.905753 -2.296124 -1.553625 0.0 0.1 0.1
H 0.733089 1.298068 -5.063223 -0.2 -0.2 -0.5
H 0.162533 2.766617 1.204377 0.0 -1.2 -0.3
O -0.155964 -3.686893 -0.870466 -0.2 0.5 2.2
H 0.577221 -3.335162 -1.377734 -0.7 -0.7 -1.1
H -1.995906 -0.137631 2.547903 1.0 0.2 -0.2

4.
46
Properties=species:S:1:pos:R:3:forces:R:3 method="wB97M-V/def2-TZVPD" smiles=N[C@@H](CO)CSS.O.O.O.O.O.O.O.O.O.O e_lumo_ev=-0.22 gap_ha=0.319 e_tot_ev=-49264.2883 e_above_lowest_ev=1.042
O 0.234128 -1.313534 0.745803 -0.3 -0.6 1.0
O 4.111516 2.039719 0.053394 -0.2 -0.1 -0.1
H 0.078275 1.510308 -0.316050 -0.2 0.8 0.8
H -0.871533 0.520749 -3.613877 0.0 0.1 0.2
O 4.741214 -0.187693 -1.509641 1.4 0.2 0.1
H -0.588593 -0.815043 0.582260 0.1 0.3 -0.4
H 1.729906 -1.322667 -0.323094 -0.6 0.0 -0.4
N -0.347759 0.921344 -2.839060 -0.8 -0.7 0.1
H -2.201853 -0.218086 3.196275 -0.9 0.1 -0.9
H -3.472687 -2.409212 0.024923 0.1 -0.3 -0.2
H 2.443440 1.972717 1.220765 0.3 -0.3 0.2
H -2.077405 -3.834097 -0.887331 0.3 -0.1 -0.4
C -0.675486 3.216958 -2.546552 -0.7 0.8 0.2
O 1.653751 2.036094 1.778673 -0.5 0.3 -0.2
H -1.534558 2.479293 0.029019 0.7 0.6 0.1
H 0.037080 0.155926 -2.312533 0.0 -0.3 0.3
H -2.484516 -3.441413 0.641889 -0.1 0.2 0.5
H -1.304844 3.396869 -3.432707 0.3 0.2 0.2
H 3.857309 2.321420 -0.840450 0.2 0.0 0.4
H 0.865159 3.706673 0.512471 -0.8 -0.9 0.6
C -0.986541 1.707490 -0.488446 0.5 -2.5 -1.6
H -2.414793 0.655894 0.376944 0.0 -0.2 -0.1
H 3.922884 0.242185 -1.753725 -0.5 -0.6 0.1
O -1.620066 0.443242 -0.121394 -0.3 0.1 0.3
H 1.731878 1.449594 2.534613 0.3 0.0 -0.2
O -2.969270 -0.314144 3.761266 0.7 -0.1 1.9
H -0.416569 -4.398387 1.959982 -0.2 -0.1 0.0
H -0.245236 -3.385648 0.842832 0.0 0.1 -0.1
H 0.482241 -2.804598 4.057519 -0.2 0.1 0.1
H 1.972034 -1.437070 -1.913501 -0.4 -0.2 0.2
O 0.236444 -1.985850 3.616030 -0.2 0.3 -0.2
H -1.761692 -2.468527 -1.511612 0.0 -0.1 0.1
H -2.231130 1.898660 -2.115404 -0.1 -1.0 -0.7
O -3.097753 -2.729103 0.847758 -0.4 0.6 0.9
C -1.144133 1.822717 -2.011194 0.5 2.6 0.2
S -0.949628 4.663840 -1.403428 -0.4 -1.1 -0.5
O -0.730967 -4.192212 1.075425 0.3 0.0 -0.2
H -0.602304 -1.675472 3.993194 0.3 -0.4 0.1
O -2.298678 -3.261038 -1.627475 0.1 0.1 -0.6
H 4.538481 -0.973345 -0.986697 -0.6 0.3 -0.4
H -3.856610 -0.314458 3.414324 0.3 0.0 -1.1
S 0.788369 4.665983 -0.385899 1.4 1.4 -0.5
H 0.161173 -1.540695 1.699410 0.4 0.1 -0.4
H 4.573315 1.186409 -0.080150 -0.2 0.5 -0.2
H 0.368305 3.252947 -2.886229 -0.3 -0.2 0.4
O 2.357704 -1.244738 -1.058317 0.6 0.2 0.2

5.
44
Properties=species:S:1:pos:R:3:forces:R:3 method="wB97M-V/def2-TZVPD" total_charge=-1 e_lumo_ev=2.76 gap_ha=0.296 e_tot_ev=-28153.7380 e_above_lowest_ev=0.000
H -1.317091 3.844205 0.349750 -0.9 0.0 -0.1
O -3.318091 -2.465795 -1.308250 -0.1 -0.3 0.6
O -0.401091 3.883205 0.580750 0.9 -0.2 0.2
H 4.594909 0.134205 -0.390250 -0.4 -0.6 0.3
H 0.362909 -2.563795 -1.238250 0.3 0.9 0.8
H 1.393909 0.433205 0.413750 -0.1 -0.4 0.5
H 1.124909 -2.105795 1.045750 -1.2 0.9 -1.4
H 3.720909 -1.684795 -1.485250 0.1 -0.3 0.4
H 1.251909 1.421205 -2.207250 -0.1 1.2 0.1
H 2.219909 0.409205 -1.177250 -0.3 -0.1 -0.1
C -1.103091 0.597205 -1.159250 1.3 1.0 -1.1
H -2.840091 -2.870795 -0.560250 0.0 0.3 -0.5
H -0.978091 -0.719795 0.932750 0.7 -0.4 -0.3
C 0.101909 -0.270795 -1.479250 1.9 -0.7 0.7
O -0.424091 1.877205 2.497750 -0.3 0.3 0.9
O 0.445909 -3.497795 -1.464250 0.9 -1.5 -1.4
H -3.371091 2.121205 1.236750 -0.3 0.3 -0.1
O 0.478909 -1.042795 -0.369250 -0.7 0.0 0.3
H -1.925091 -0.064795 -1.089250 -1.1 -0.4 -0.2
H 1.804909 0.030205 -2.804250 0.8 -1.4 -1.8
H 2.331909 1.659205 0.615750 0.0 -0.1 0.1
H -1.271091 0.330205 1.972750 0.3 1.2 0.6
O 1.686909 1.105205 1.069750 -0.1 0.0 -0.1
H 1.249909 -3.375795 1.876750 -0.2 0.0 -0.1
H -0.307091 3.134205 1.205750 -0.1 0.6 -0.1
H -4.057091 -0.131795 -0.367250 0.1 0.1 0.4
O -3.966091 0.173205 0.549750 -1.2 0.4 -0.8
H -3.199091 -0.282795 0.881750 1.1 -0.5 0.6
H -0.109091 -0.952795 -2.307250 -0.7 0.0 -0.4
H -0.994091 1.081205 -0.205250 0.3 0.3 0.4
O -3.336091 2.698205 2.020750 0.0 -0.6 -0.4
H -0.051091 2.062205 3.380750 -0.2 -0.3 -0.8
C 1.420909 0.406205 -1.918250 -1.0 1.6 0.7
H -3.148091 2.004205 2.661750 0.1 0.3 0.4
O 3.344909 -1.802795 -0.595250 2.6 -0.3 -1.0
H 2.479909 -1.490795 -0.759250 -2.6 0.5 0.5
O -1.464091 -0.566795 1.756750 -1.0 -1.4 -0.3
H 5.178909 1.499205 -0.664250 -0.2 0.0 0.2
O 1.683909 -2.554795 1.645750 1.3 -0.9 1.7
H -4.228091 -2.755795 -1.168250 0.1 0.1 -0.1
H 1.283909 -3.592795 -1.983250 -1.2 0.3 0.9
O 4.590909 1.033205 -0.054250 0.4 0.6 -0.3
H -1.219091 1.408205 -1.910250 -0.3 -0.6 0.3
H 0.274909 1.448205 1.969750 0.9 0.0 0.1

6.
10
Properties=species:S:1:pos:R:3:forces:R:3 method="wB97M-V/def2-TZVPD" total_charge=+2 e_lumo_ev="-8.30 / -8.30" gap_ha="0.258 / 0.328" s2=0.755 e_tot_ev=-10166.4440 e_above_lowest_ev=1.238 spin_multiplicity=2
O -1.480993 2.826466 -2.847580 -0.2 0.7 -1.0
Li -0.762215 3.119263 -4.599979 0.4 -0.3 0.2
O -1.579103 1.969401 -0.839871 0.0 0.1 0.2
C 0.810731 1.642780 -3.249292 -0.3 -0.6 -1.3
H 1.289446 -0.796409 -5.025013 0.0 -0.1 0.0
C 1.203672 1.388166 -4.376903 0.2 1.2 0.7
O 0.205701 1.522118 -2.088163 0.3 0.0 0.5
H 1.818709 1.528726 -5.253745 -0.2 -0.3 0.2
Ba -3.774601 3.290634 -1.258468 0.8 -0.5 0.2
C -0.976764 2.137001 -1.908052 -0.9 0.0 0.3

7.
8
Properties=species:S:1:pos:R:3:forces:R:3 method="wB97M-V/def2-TZVPD" total_charge=+1 e_lumo_ev="-8.26 / -8.62" gap_ha="0.225 / 0.268" s2=0.760 e_tot_ev=-7626.6618 e_above_lowest_ev=1.336 spin_multiplicity=2
O 0.866117 1.204981 -0.999355 3.5 -0.2 -2.0
C -1.233314 -0.803903 0.084463 0.9 -1.3 0.1
C 0.085747 -0.591057 0.068186 -0.9 1.0 -0.1
H -1.709689 -1.504079 -0.607575 0.0 0.2 0.1
O 1.084474 1.200907 1.262040 -0.8 0.1 -1.1
C 0.640188 0.790728 0.207735 0.3 -1.3 3.5
Be 2.106039 0.171731 -0.950859 -3.2 1.2 -0.3
H -1.839562 -0.469308 0.935365 0.2 0.2 -0.2

8.
7
Properties=species:S:1:pos:R:3:forces:R:3 method="wB97M-V/def2-TZVPD" total_charge=-1 e_lumo_ev="2.36 / 2.35" gap_ha="0.148 / 0.147" e_tot_ev=-11025.6966 e_above_lowest_ev=0.000
C 0.807369 0.092622 0.104130 1.0 0.2 0.1
H -2.185125 -1.261265 -0.201756 0.6 1.1 1.1
Bi 3.969905 0.776438 -0.279849 1.7 0.6 -0.3
H -2.422269 0.521511 -0.163984 0.1 -0.1 0.7
O 2.083310 0.226091 0.080112 -3.0 -0.8 0.4
C -1.837943 -0.290189 0.313264 1.4 -0.5 -2.3
C -0.415247 -0.065208 0.148085 -1.8 -0.4 0.4

Please write out number 8 again, unchanged.
7
Properties=species:S:1:pos:R:3:forces:R:3 method="wB97M-V/def2-TZVPD" total_charge=-1 e_lumo_ev="2.36 / 2.35" gap_ha="0.148 / 0.147" e_tot_ev=-11025.6966 e_above_lowest_ev=0.000
C 0.807369 0.092622 0.104130 1.0 0.2 0.1
H -2.185125 -1.261265 -0.201756 0.6 1.1 1.1
Bi 3.969905 0.776438 -0.279849 1.7 0.6 -0.3
H -2.422269 0.521511 -0.163984 0.1 -0.1 0.7
O 2.083310 0.226091 0.080112 -3.0 -0.8 0.4
C -1.837943 -0.290189 0.313264 1.4 -0.5 -2.3
C -0.415247 -0.065208 0.148085 -1.8 -0.4 0.4